1.
Below is 28 unconnected molecules or ions with the total composition C55H177N11O28 in a non-equilibrium geometry, with properties calculated with wB97M-V/def2-TZVPD.

Values from the calculation:
**Energy**: -133614.8907 eV
**Total charge**: 0

Atoms and positions in Å:
C 2.24291 -2.26843 2.66930
C 3.62496 -2.65766 3.26530
C 3.81727 -4.13024 2.96541
O 2.93650 -4.97711 3.66915
C 3.07732 -6.35472 3.37366
N 4.62858 -1.87899 2.58743
H 1.42627 -2.87003 3.06838
H 2.28104 -2.34075 1.58237
H 2.04145 -1.20978 2.83295
H 3.76915 -2.57219 4.34233
H 4.83329 -4.44983 3.19705
H 3.68213 -4.25128 1.89062
H 3.94370 -6.85182 3.80999
H 3.12882 -6.55731 2.30390
H 2.16873 -6.87557 3.67581
H 4.59744 -2.31385 1.67638
H 5.55045 -2.09517 2.93888
C 0.44084 -2.31845 -3.99000
C 0.62683 -1.78674 -5.45224
C 0.61042 -2.95291 -6.55283
O 1.65392 -3.85655 -6.22887
C 1.70431 -5.07743 -7.01248
N -0.40249 -0.76787 -5.62354
H -0.46715 -2.90753 -3.86105
H 0.48139 -1.45157 -3.33047
H 1.34773 -2.83285 -3.67214
H 1.58512 -1.26947 -5.49913
H 0.79660 -2.51936 -7.53542
H -0.31447 -3.52016 -6.65722
H 2.51309 -5.71780 -6.66049
H 1.93944 -4.75738 -8.02756
H 0.73094 -5.56188 -6.93530
H -0.61847 -0.58894 -6.59382
H -1.26871 -1.11526 -5.23742
C 7.45600 -4.37446 -4.52493
C 6.97064 -5.72540 -4.02272
C 5.43260 -5.90139 -4.10089
O 4.73764 -4.88079 -3.33142
C 3.30047 -5.05174 -3.31706
N 7.60238 -6.86836 -4.69056
H 7.00346 -3.70323 -3.79503
H 6.95239 -4.03320 -5.42937
H 8.53526 -4.22457 -4.49612
H 7.28817 -5.71500 -2.98005
H 5.17856 -6.89565 -3.73348
H 5.09852 -5.89203 -5.13840
H 2.96904 -4.22746 -2.68554
H 2.94525 -5.98455 -2.87912
H 2.95430 -5.05187 -4.35063
H 7.00052 -7.67897 -4.66280
H 7.55303 -6.62283 -5.66901
C -5.43374 3.95173 2.09611
C -4.26734 3.01041 2.17486
C -3.83104 2.63752 3.65341
O -3.38235 3.79043 4.32605
C -2.76724 3.67658 5.58284
N -4.70552 1.82407 1.43645
H -6.29674 3.51990 2.60291
H -5.79503 4.21551 1.10214
H -5.24996 4.93015 2.53999
H -3.43657 3.50243 1.66905
H -3.11088 1.82597 3.54922
H -4.59530 2.02601 4.13306
H -1.77173 3.23634 5.52587
H -3.37604 3.06562 6.24931
H -2.66229 4.65769 6.04601
H -5.18889 1.93013 0.55599
H -3.83934 1.35815 1.20677
C -0.20514 5.43963 3.64607
C 0.91803 6.42812 3.62372
C 2.19723 5.81430 3.04797
O 3.33587 6.75363 3.09997
C 4.58368 6.13490 2.88216
N 0.43163 7.50576 2.75322
H -1.04742 5.84593 4.20606
H 0.05497 4.47380 4.07923
H -0.55365 5.06386 2.68407
H 1.06827 6.79898 4.63761
H 1.97389 5.62021 1.99890
H 2.40323 4.86110 3.53488
H 4.63656 5.84150 1.83373
H 4.62774 5.28703 3.56574
H 5.44203 6.76829 3.10611
H 0.01629 7.11420 1.91999
H 1.22586 7.96401 2.32978
C -0.72614 -0.87943 -0.72726
C -1.07984 0.16699 0.35231
C -0.69324 1.61372 0.13935
O 0.75930 1.62142 0.03200
C 1.41804 2.92223 -0.10991
N -2.49200 0.00873 0.60164
H 0.30584 -0.89205 -1.07791
H -1.33106 -0.85413 -1.63365
H -0.81626 -1.82262 -0.18841
H -0.51633 -0.09376 1.24817
H -0.94879 2.26166 0.97778
H -1.27970 1.98461 -0.70124
H 1.24675 3.30291 -1.11681
H 2.49135 2.91982 0.08008
H 1.02307 3.67531 0.57197
H -2.61726 -0.89241 1.04024
H -2.99325 0.02154 -0.27510
C 3.31629 -0.38686 -2.68987
C 3.66099 -0.92609 -1.27547
C 4.89686 -1.84286 -1.24664
O 4.93272 -2.59527 -0.03790
C 5.98464 -3.47378 0.02262
N 3.75629 0.20303 -0.31894
H 2.46770 0.29458 -2.75024
H 2.98106 -1.11460 -3.42887
H 4.05652 0.29550 -3.10765
H 2.88664 -1.63414 -0.98030
H 5.82313 -1.33722 -1.51951
H 4.73675 -2.48699 -2.11125
H 5.96252 -4.20769 -0.78297
H 5.99278 -4.02443 0.96327
H 6.92375 -2.93062 -0.08296
H 2.85776 0.64865 -0.20001
H 3.99957 -0.13696 0.60047
C -4.90487 -1.20944 4.33746
C -5.05197 -1.80810 5.70138
C -4.91655 -0.67375 6.76126
O -3.58972 -0.19647 6.88588
C -3.48175 0.77173 7.91932
N -6.27236 -2.45858 5.72660
H -5.44861 -0.28291 4.15312
H -5.11769 -1.95862 3.57487
H -3.89755 -0.85080 4.12587
H -4.26138 -2.52890 5.90998
H -5.09813 -1.04237 7.77083
H -5.67068 0.10142 6.62521
H -4.29207 1.50063 7.93281
H -2.60327 1.41604 7.88422
H -3.39719 0.22711 8.85971
H -6.19880 -3.35526 5.26763
H -6.74045 -2.69557 6.58964
C -6.11401 -2.69500 -0.08650
C -4.57838 -2.54360 0.10327
C -3.82513 -3.49086 0.99901
O -2.53268 -2.96448 1.30001
C -1.98939 -3.60301 2.45576
N -3.99285 -2.55479 -1.23232
H -6.54160 -1.84155 -0.61269
H -6.65139 -2.78056 0.85796
H -6.32173 -3.61495 -0.63299
H -4.54201 -1.53623 0.51799
H -3.87111 -4.52773 0.66600
H -4.38643 -3.56204 1.93066
H -2.60964 -3.53356 3.34938
H -1.03453 -3.09425 2.58803
H -1.87298 -4.65624 2.20031
H -4.14850 -3.45296 -1.66723
H -3.00660 -2.66998 -1.04754
C -0.05974 -8.12914 -2.13184
C 0.41767 -7.92942 -0.67710
C 0.24984 -6.52631 -0.10908
O 0.83486 -5.60078 -0.98187
C 0.81956 -4.31490 -0.47558
N -0.37508 -8.86305 0.09437
H 0.10186 -9.15614 -2.45935
H 0.36742 -7.43734 -2.85782
H -1.12840 -7.99650 -2.30058
H 1.46764 -8.22211 -0.67904
H 0.74729 -6.49683 0.86035
H -0.80438 -6.27831 0.01426
H -0.20684 -4.02054 -0.69458
H 1.45941 -3.66718 -1.07488
H 1.13508 -4.13658 0.55240
H -0.70368 -9.61797 -0.49062
H -1.24868 -8.40205 0.30508
C 5.40525 1.88833 2.33806
C 4.37718 1.79204 3.51217
C 2.94768 1.70732 3.00163
O 1.99912 1.83109 4.06177
C 0.66146 1.66225 3.62321
N 4.75477 0.66925 4.35513
H 6.40833 2.04008 2.73669
H 5.23158 2.68488 1.61456
H 5.29621 1.02865 1.67688
H 4.68343 2.58645 4.19277
H 2.82381 0.77214 2.45555
H 2.91383 2.57353 2.34085
H -0.04421 1.90564 4.41750
H 0.47153 0.60676 3.42834
H 0.38740 2.23453 2.73693
H 4.56765 -0.20453 3.88439
H 4.06280 0.68515 5.09068
O 3.40366 8.55548 0.76434
H 4.05487 8.15386 0.18914
H 3.17566 7.86548 1.38736
O -4.29644 0.20180 -1.75346
H -3.81934 0.63709 -2.45994
H -4.15915 -0.73230 -1.91113
O -6.01979 2.37547 -1.26253
H -6.97578 2.34813 -1.30205
H -5.73839 1.57307 -1.70208
O -2.82507 1.76950 -4.03622
H -3.08216 0.91505 -4.38271
H -1.99584 1.96566 -4.47226
O -3.78487 3.98631 -2.84617
H -4.57734 3.55668 -2.52424
H -3.20233 3.26600 -3.08704
O -0.09842 6.30653 -0.08084
H 0.61049 6.32733 -0.72368
H -0.89865 6.30388 -0.60607
C -4.17291 -1.86351 -4.51800
O -3.23126 -0.92528 -5.00275
H -4.83490 -2.20982 -5.31169
H -3.77916 -2.78627 -4.09188
H -4.63911 -1.52629 -3.59224
H -3.36307 -0.87863 -5.95252
C -0.60697 -1.14771 6.18597
O 0.59925 -1.72224 5.75059
H -1.46735 -1.54882 5.65030
H -0.70887 -1.30055 7.26038
H -0.56423 -0.07216 6.01432
H 1.30679 -1.18533 6.11488
C -8.03565 0.54843 1.39539
O -7.07141 0.59248 2.45146
H -8.25923 1.53621 0.99240
H -7.47138 0.08119 0.58830
H -8.95085 -0.02560 1.54029
H -6.33880 1.15243 2.18435
C 0.50838 2.53813 -4.16807
O -0.37809 1.97873 -5.11847
H 0.46190 1.99987 -3.22138
H 1.52173 2.51613 -4.56901
H 0.17014 3.54643 -3.92929
H -0.29297 1.02400 -5.17184
C -6.19847 1.09449 -4.70731
O -7.38721 1.80401 -4.58555
H -6.20330 0.52530 -5.63688
H -5.36643 1.79574 -4.64363
H -6.17163 0.41501 -3.85545
H -7.68560 1.83297 -3.67356
C -1.28374 6.51831 -3.29766
O -1.97247 6.12561 -2.12230
H -0.94594 5.61267 -3.80146
H -2.05651 6.91811 -3.95422
H -0.53598 7.31084 -3.26873
H -2.65334 5.48136 -2.32954
C 2.69516 6.38181 -2.87760
O 2.13458 6.87231 -1.67456
H 3.27954 5.53286 -2.52278
H 1.97978 5.99352 -3.60255
H 3.41846 7.11932 -3.22547
H 2.08312 7.82990 -1.71916
C 6.52417 6.33287 -0.80041
O 6.26855 7.64336 -0.28197
H 7.58926 6.14638 -0.93789
H 6.07616 5.62873 -0.09929
H 6.09137 6.15049 -1.78403
H 6.78732 7.71054 0.52299
C -2.95296 7.24165 1.28763
O -3.86916 8.32343 1.31573
H -3.24576 6.50862 0.53595
H -1.92353 7.58898 1.19976
H -3.01564 6.61722 2.17884
H -3.80685 8.74525 0.45562
C -2.26681 -5.33434 -3.16654
O -3.59084 -5.23145 -2.72842
H -1.97600 -6.06214 -3.92406
H -1.83988 -4.40075 -3.53293
H -1.67100 -5.56256 -2.28279
H -3.77203 -6.08898 -2.33673
C 4.98715 2.87703 -2.57361
O 5.37028 2.34927 -1.33834
H 3.95764 3.21166 -2.44617
H 5.59657 3.73102 -2.86925
H 5.00294 2.13516 -3.37203
H 4.84381 1.57982 -1.10947

=====

2.
Below is a molecular structure, C55H29BrCdF17GeNO4STe, with properties calculated with wB97M-V/def2-TZVPD.

Values from the calculation:
**Energy**: -262636.6977 eV
**Total charge**: -2
**Relative energy (zero: lowest compared OMol25 entry of this formula, charge and spin)**: 2.4 kcal/mol

Atoms and positions in Å:
Cd 0.34174 1.02414 0.49877
C 6.41932 -3.82074 1.68895
C 5.36677 -2.81988 1.28828
C 5.68407 -1.60010 0.73522
C 4.71846 -0.64835 0.36745
C 5.18334 0.65975 -0.11227
O 4.61638 1.71797 0.08487
C 6.47617 0.70932 -0.90835
C 7.31103 1.81011 -0.74903
C 8.47965 1.92175 -1.48687
C 8.81383 0.94002 -2.41152
C 7.97335 -0.14965 -2.59350
C 6.81129 -0.26515 -1.84306
C 3.31603 -0.93163 0.51482
O 2.39674 -0.17819 0.08420
C 3.01815 -2.20052 1.12286
C 4.00256 -3.08477 1.48545
C 1.59380 -2.56199 1.41332
N 0.79997 -3.10641 0.58527
C 1.22626 -3.35381 -0.77959
C 0.34343 -2.56668 -1.74286
Te 1.09253 -2.59561 -3.75968
C 1.86344 -0.63081 -3.78645
C 3.20128 -0.38296 -3.49570
C 3.66892 0.92243 -3.44742
C 2.79966 1.98323 -3.65696
C 1.46864 1.73878 -3.95887
C 1.00379 0.43266 -4.04029
C 1.10882 -2.31686 2.80263
C 1.75793 -1.40895 3.63233
C 1.27113 -1.14689 4.90530
C 0.14412 -1.80774 5.36898
C -0.49948 -2.72873 4.55007
C -0.02399 -2.97590 3.27496
H 7.41868 -3.42209 1.50671
H 6.32465 -4.75317 1.12483
H 6.34963 -4.07685 2.74981
H 6.73203 -1.34076 0.61964
H 7.02096 2.57431 -0.03913
H 9.12685 2.77921 -1.34720
H 9.72453 1.02640 -2.99201
H 8.22344 -0.91227 -3.32094
H 6.15201 -1.11308 -1.98338
H 3.70991 -4.02760 1.94299
H 1.07422 -4.42287 -0.96315
H 2.28105 -3.12383 -0.95928
H 0.28920 -1.51794 -1.45229
H -0.66618 -2.97238 -1.77909
H 3.87228 -1.20788 -3.28996
H 4.70768 1.11605 -3.21627
H 3.15979 3.00036 -3.56855
H 0.78406 2.56102 -4.12624
H -0.03527 0.24479 -4.27459
H 2.62836 -0.87556 3.27114
H 1.76921 -0.41339 5.52681
H -0.24296 -1.59360 6.35824
H -1.38965 -3.23946 4.89789
H -0.52582 -3.67607 2.61984
F -2.46334 4.04341 -2.19723
C -3.35702 3.38711 -2.95638
C -4.09562 2.34087 -2.42336
C -4.98056 1.74653 -3.30363
F -5.79299 0.75099 -2.90624
C -5.12588 2.14173 -4.62368
F -6.00399 1.53318 -5.43570
C -4.35884 3.17997 -5.10997
F -4.48950 3.57944 -6.38233
C -3.46602 3.81358 -4.26765
F -2.71783 4.82242 -4.73696
Ge -3.47829 1.63529 -0.58814
S -1.63130 0.78029 -1.23438
C -3.69297 3.35554 0.37927
C -2.72110 3.88543 1.20846
F -1.53849 3.29882 1.33240
C -2.91550 5.06536 1.91295
F -1.98023 5.54189 2.73743
C -4.09559 5.76530 1.75324
F -4.29182 6.91409 2.41185
C -5.07408 5.28054 0.90678
F -6.21787 5.96525 0.74950
C -4.85928 4.08686 0.24589
F -5.86789 3.63450 -0.52061
C -5.00035 0.45926 -0.05483
C -5.88737 0.70401 0.97722
F -5.88375 1.86590 1.64646
C -6.81560 -0.23198 1.39874
F -7.65618 0.04364 2.40888
C -6.87668 -1.46522 0.78183
F -7.76234 -2.38084 1.19315
C -6.00456 -1.75180 -0.24903
F -6.06207 -2.94361 -0.85426
C -5.08185 -0.79688 -0.63459
F -4.24346 -1.13869 -1.61851
F 1.33652 2.43417 2.91699
C 1.57779 2.49621 1.53874
F 1.34827 3.83448 1.20288
H 2.65232 2.35260 1.41923
Br -2.96925 -4.96973 -0.14034
C -3.33929 -3.61682 1.14630
C -4.31631 -3.84750 2.10052
C -4.56499 -2.86270 3.04868
C -3.87057 -1.66212 3.01188
C -2.90160 -1.44804 2.04009
C -2.61906 -2.43805 1.10672
C -2.17105 -0.12518 1.93610
O -2.88723 0.88892 1.80512
O -0.91728 -0.17371 1.96668
H -4.87753 -4.77193 2.09677
H -5.31829 -3.03558 3.80808
H -4.07582 -0.87922 3.73125
H -1.83422 -2.27919 0.38062

=====

3.
Below is a molecular structure, C55H32F15GeInN2O2S4Se3Te in a non-equilibrium geometry, with properties calculated with wB97M-V/def2-TZVPD.

Values from the calculation:
**Energy**: -413755.0340 eV
**Total charge**: 0
**Relative energy (zero: lowest compared OMol25 entry of this formula, charge and spin)**: 47.9 kcal/mol

Atoms and positions in Å:
In -0.18384 1.90340 -0.07624
Se 0.09556 4.23045 1.38855
Se -1.81110 5.38847 0.93089
Te -1.80679 5.40254 -1.59081
Se -1.93720 2.93852 -1.93472
C -4.69483 3.84583 2.98859
C -3.80117 2.71960 2.56402
C -2.87559 2.15983 3.43848
C -2.12699 1.05146 3.07311
C -2.28801 0.51481 1.80620
C -3.15034 1.10640 0.88512
C -3.89856 2.20323 1.27033
S -1.38432 -0.97885 1.33757
O -0.60393 -0.55288 0.12714
C -2.88086 -1.84071 0.73583
C -3.92452 -1.76743 1.69433
C -5.13420 -2.33573 1.47197
C -5.39291 -2.99962 0.25682
C -6.64231 -3.61319 0.01868
C -6.86921 -4.31795 -1.12810
C -5.85838 -4.40876 -2.09909
C -4.64340 -3.81454 -1.89994
C -4.36250 -3.10922 -0.70559
C -3.05507 -2.55227 -0.44965
C -1.99942 -3.11408 -1.37828
C -1.74407 -4.50638 -1.10497
C -2.22926 -5.14284 0.06687
C -2.06366 -6.48434 0.26324
C -1.37821 -7.26843 -0.68215
C -0.84262 -6.67798 -1.78810
C -1.01227 -5.29494 -2.02724
C -0.51729 -4.68793 -3.19441
C -0.69915 -3.35914 -3.41614
C -1.43498 -2.55673 -2.51824
S -1.56196 -0.77869 -2.83462
O -3.01923 -0.50980 -2.92813
C -0.88259 -0.64593 -4.49997
C -1.63397 -0.14425 -5.54526
C -1.00713 0.17920 -6.74275
C 0.36611 0.01753 -6.89611
C 1.05967 0.36400 -8.18420
C 1.11443 -0.45569 -5.81744
C 0.49870 -0.77098 -4.62051
H -4.51727 4.12054 4.02652
H -5.74220 3.56262 2.87508
H -4.52555 4.72529 2.36531
H -2.73537 2.59014 4.42192
H -1.42750 0.59782 3.76222
H -3.27444 0.68231 -0.10709
H -4.58230 2.64821 0.55838
H -3.72558 -1.27375 2.63626
H -5.90755 -2.29903 2.22820
H -7.40796 -3.52065 0.77802
H -7.81629 -4.81373 -1.29141
H -6.04029 -4.96083 -3.01114
H -3.88021 -3.88120 -2.66249
H -2.73798 -4.56104 0.82190
H -2.46858 -6.95209 1.15042
H -1.27350 -8.33272 -0.52184
H -0.28058 -7.25605 -2.51050
H -0.00261 -5.29814 -3.92534
H -0.31755 -2.91976 -4.32359
H -2.69795 -0.00004 -5.40832
H -1.59560 0.57363 -7.56154
H 0.34597 0.57017 -8.97934
H 1.70196 -0.45928 -8.49631
H 1.69459 1.24106 -8.04547
H 2.18841 -0.55543 -5.91297
H 1.07914 -1.11762 -3.77440
F 4.54780 0.66261 0.24356
C 5.09254 1.72773 0.85059
C 4.59490 2.08638 2.09190
C 5.22242 3.13040 2.74935
F 4.84427 3.47898 3.97893
C 6.28032 3.81926 2.17414
F 6.87327 4.81909 2.82655
C 6.72983 3.45943 0.91377
F 7.74000 4.11882 0.35487
C 6.13860 2.39838 0.24468
F 6.58987 2.03981 -0.95869
Ge 3.06720 0.98002 2.77470
S 1.02817 0.93652 2.13051
C 2.67209 1.59807 4.63035
C 2.17579 2.88589 4.75042
F 2.24942 3.69158 3.68292
C 1.58427 3.34937 5.90865
F 1.11710 4.59550 5.99543
C 1.45748 2.48505 6.98724
F 0.88028 2.90389 8.11170
C 1.91143 1.18049 6.88885
F 1.75213 0.34258 7.91649
C 2.50425 0.75547 5.71086
F 2.90046 -0.52311 5.60698
C 3.91333 -0.82127 2.83047
C 5.05860 -0.98763 3.58749
F 5.56101 0.09126 4.21057
C 5.69133 -2.20951 3.71775
F 6.79610 -2.34355 4.45303
C 5.15732 -3.31153 3.06547
F 5.74448 -4.49923 3.17969
C 4.01858 -3.17486 2.28893
F 3.51647 -4.23926 1.65948
C 3.41277 -1.93254 2.17543
F 2.32891 -1.82798 1.40529
S 2.22421 1.89958 -1.26700
C 2.04267 3.45958 -1.88993
N 1.34688 3.78062 -2.97959
C 1.56252 5.17252 -3.35574
C 2.12878 5.75517 -2.05415
N 2.61538 4.55592 -1.38476
H 0.93967 3.09373 -3.59651
H 0.62810 5.64739 -3.65476
H 2.28198 5.24314 -4.17827
H 1.33544 6.23253 -1.46757
H 2.93122 6.47321 -2.21315
H 2.97457 4.57402 -0.44452

=====

> total charge of number 2 (C55H29BrCdF17GeNO4STe)?

-2